Version a
DFT (wB97M-V/def2-TZVPD) results for one molecule with the formula C4H7OP.

Results
HOMO-LUMO gap (spin up / spin down), eV: 7.1 / 7.1

The geometry in ORCA input format:
```
! RIJCOSX wB97M-V def2-TZVPD def2/J DEFGRID3
* xyz 0 1
H -0.507 1.491 -1.301
C 0.165 1.235 0.836
O 2.875 0.184 -0.445
H -0.979 2.605 0.099
H 0.282 -1.263 -1.227
H -1.185 -1.530 -0.187
C -0.138 -1.610 -0.154
C 2.490 -0.516 0.399
H 0.592 -0.620 2.227
C -0.142 2.040 -0.315
H 0.138 -2.689 0.071
P 0.648 -0.334 0.863
H 0.847 2.528 -0.468
*
```


Version b
DFT (wB97M-V/def2-TZVPD) results for one molecule with the formula C4H7OP.

Results
SMILES: CCC1=[P@@H]2O[C@H]12
HOMO-LUMO gap, eV: 8.5

The geometry in ORCA input format:
```
! RIJCOSX wB97M-V def2-TZVPD def2/J DEFGRID3
* xyz 0 1
C 0.535 -1.680 -0.369
H 1.819 -0.135 0.377
C 0.860 -0.561 0.622
O -0.886 2.611 -0.055
C -0.166 0.448 0.420
P -0.630 1.587 -1.429
H -1.107 1.817 1.878
H 0.885 -2.570 -0.050
H 0.891 -0.856 1.659
C -0.774 1.549 0.836
H -0.520 -1.733 -0.521
H 1.123 -1.603 -1.221
H -2.030 1.127 -2.147
*
```


Version c
DFT (wB97M-V/def2-TZVPD) results for a 2-piece molecular cluster, C4H7OP overall.

Results
HOMO-LUMO gap (spin up / spin down), eV: 8.5 / 8.5

The geometry in ORCA input format:
```
! RIJCOSX wB97M-V def2-TZVPD def2/J DEFGRID3
* xyz 0 1
H 0.080 0.778 -0.630
C -1.283 -1.482 -0.214
O -1.718 -2.545 -0.437
H 1.460 -0.604 1.627
H 0.147 1.140 1.055
H 2.857 -1.300 0.720
C -0.469 1.146 0.194
H 1.172 -1.674 -1.310
C 0.974 -1.358 -0.379
H -0.791 2.206 0.048
H -2.355 -0.036 -0.911
P -2.074 0.071 0.499
C 1.734 -1.130 0.704
*
```


Name the most stable of them. version b.


Version a
DFT (wB97M-V/def2-TZVPD) results for one molecule with the formula C10H10O3S.

Results
SMILES: O=S1(=O)c2ccccc2[C@H]2OCC[C@H]21
HOMO-LUMO gap, eV: 10.4

The geometry in ORCA input format:
```
! RIJCOSX wB97M-V def2-TZVPD def2/J DEFGRID3
* xyz 0 1
C 2.838 0.440 -0.025
O 1.410 -1.805 1.350
H 1.835 -0.451 -1.792
C -3.252 0.345 -0.010
H 0.208 1.446 -1.774
S 0.855 -1.532 0.048
H 2.664 2.304 1.207
H -4.242 0.805 0.018
C -0.889 0.353 -0.313
C 0.444 1.016 -0.755
O 0.886 -2.626 -0.955
O 0.891 2.008 0.161
C -3.211 -1.014 0.347
H 3.690 0.843 -0.464
C 1.700 -0.093 -0.842
H -1.876 -2.763 0.738
C 2.014 1.444 0.885
C -2.057 1.030 -0.381
C -0.838 -0.949 0.139
H 1.824 0.798 1.744
C -1.956 -1.696 0.406
H -4.167 -1.567 0.586
H 3.243 -0.420 0.564
H -2.015 2.084 -0.884
*
```


Version b
DFT (wB97M-V/def2-TZVPD) results for one molecule with the formula C10H10O3S.

Results
SMILES: C=CCO[C@@]1(c2ccccc2O)OS1
HOMO-LUMO gap, eV: 8.7

The geometry in ORCA input format:
```
! RIJCOSX wB97M-V def2-TZVPD def2/J DEFGRID3
* xyz 0 1
H 3.163 2.389 2.032
C 0.953 2.527 -0.638
H -0.052 -0.710 2.615
C -2.296 -2.836 0.378
H 0.393 3.412 -0.328
H 1.170 2.586 -1.710
H 3.108 2.117 -0.386
C -0.686 -1.113 0.856
C 0.278 0.271 -0.943
H -2.796 -3.122 -1.685
H -2.953 -3.615 0.733
O 0.098 -0.409 1.710
O 0.534 0.277 -2.557
C -0.619 -0.819 -0.512
C -1.375 -1.548 -1.416
O 0.034 1.450 -0.405
C -1.537 -2.121 1.288
S 1.847 -0.188 -1.623
C 2.252 2.521 1.476
H -1.598 -2.347 2.344
C -2.211 -2.559 -0.975
H 1.371 2.764 2.046
C 2.216 2.380 0.164
H -1.294 -1.307 -2.465
*
```


Name the most stable of them. version a.


Version a
DFT (wB97M-V/def2-TZVPD) results for a 2-piece molecular cluster, C4H9O2S overall.

Results
HOMO-LUMO gap, eV: 6.8

The geometry in ORCA input format:
```
! RIJCOSX wB97M-V def2-TZVPD def2/J DEFGRID3
* xyz -1 1
C 0.065 -2.346 -0.514
O 0.902 -1.544 -0.972
H -0.743 -0.515 -2.120
H -1.368 -1.592 -3.234
S 0.882 3.677 1.132
H -2.100 -1.971 -0.346
H 0.479 2.040 3.000
H -0.264 1.534 1.425
H -0.801 2.819 2.507
C -1.399 -2.325 -1.098
C -1.530 -1.263 -2.219
O 0.201 -3.171 0.422
H 1.848 3.005 0.493
C 0.082 2.364 2.031
H -2.534 -0.837 -2.133
H -1.592 -3.320 -1.490
*
```


Version b
DFT (wB97M-V/def2-TZVPD) results for a 2-piece molecular cluster, C4H9O2S overall.

Results
HOMO-LUMO gap, eV: 8.0

The geometry in ORCA input format:
```
! RIJCOSX wB97M-V def2-TZVPD def2/J DEFGRID3
* xyz -1 1
C -0.958 -2.138 -0.296
C 0.204 1.500 -0.528
H 1.334 3.080 0.417
H 1.287 3.205 -1.336
H 1.338 -0.682 0.099
O -0.756 1.181 0.203
H -0.330 -2.887 -0.779
H -0.937 -1.218 -0.885
C -0.448 -1.826 1.101
H -0.888 -0.900 1.472
S 1.364 -1.572 1.126
O 0.858 0.747 -1.302
C 0.689 2.959 -0.455
H -1.982 -2.485 -0.263
H -0.651 -2.637 1.787
H -0.124 3.676 -0.359
*
```


Name the most stable of them. version b.


Version a
DFT (wB97M-V/def2-TZVPD) results for one molecule with the formula C2H5N3OS.

Results
SMILES: C=NNC(=O)NS
HOMO-LUMO gap, eV: 9.2

The geometry in ORCA input format:
```
! RIJCOSX wB97M-V def2-TZVPD def2/J DEFGRID3
* xyz 0 1
H 1.340 0.854 -1.757
O 2.361 -0.459 -0.199
N 0.615 0.653 -1.061
C -1.334 -1.071 2.203
H 0.967 -0.982 1.747
H -2.387 -0.964 2.468
N -0.939 -0.542 1.103
H -1.504 0.685 -0.254
N 0.438 -0.642 0.954
S -1.033 1.044 -1.441
C 1.187 -0.144 -0.103
H -0.699 -1.622 2.875
*
```


Version b
DFT (wB97M-V/def2-TZVPD) results for one molecule with the formula C2H5N3OS.

Results
HOMO-LUMO gap, eV: 9.3

The geometry in ORCA input format:
```
! RIJCOSX wB97M-V def2-TZVPD def2/J DEFGRID3
* xyz 0 1
S -2.323 0.379 -0.367
N -0.431 -1.335 0.347
C 1.615 -0.092 0.215
H 1.522 0.963 0.439
H 0.353 -0.894 -1.509
O -2.761 1.287 0.686
H 1.705 -0.727 1.083
H 2.551 -0.254 -0.291
C 0.268 -0.372 -0.451
H -0.289 1.491 0.005
N -0.594 0.758 -0.611
N -1.613 -1.204 0.455
*
```


Name the most stable of them. version a.


Version a
DFT (wB97M-V/def2-TZVPD) results for C2H5N3OS as an isolated structure.

Results
HOMO-LUMO gap, eV: 8.6

The geometry in ORCA input format:
```
! RIJCOSX wB97M-V def2-TZVPD def2/J DEFGRID3
* xyz 0 1
C -0.286 0.053 -0.688
H -2.033 0.428 0.723
N 0.038 0.906 1.322
N 1.186 -0.132 -0.721
H 0.632 -2.363 -1.756
C -0.856 0.526 0.556
S 2.020 -1.469 -1.664
O -0.239 1.522 2.526
N -0.860 -0.479 -1.745
H 0.951 1.893 2.715
H -1.927 -0.477 -1.718
H 1.374 -0.408 0.450
*
```


Version b
DFT (wB97M-V/def2-TZVPD) results for one molecule with the formula C2H5N3OS.

Results
SMILES: NNC1=NOCS1
HOMO-LUMO gap, eV: 9.3

The geometry in ORCA input format:
```
! RIJCOSX wB97M-V def2-TZVPD def2/J DEFGRID3
* xyz 0 1
H 2.066 0.266 1.371
C -0.129 -0.307 -0.169
O 1.464 1.221 -0.425
H -2.149 0.816 0.612
H -1.502 -1.727 0.142
C 2.156 0.164 0.237
H -2.596 0.455 -0.989
S 1.249 -1.356 -0.273
N 0.080 0.995 -0.235
N -2.449 0.078 -0.010
H 3.186 0.177 -0.124
N -1.377 -0.783 -0.136
*
```


Name the most stable of them. version b.


Version a
DFT (wB97M-V/def2-TZVPD) results for C2H5N3OS as an isolated structure.

Results
HOMO-LUMO gap, eV: 8.0

The geometry in ORCA input format:
```
! RIJCOSX wB97M-V def2-TZVPD def2/J DEFGRID3
* xyz 0 1
N 0.191 0.649 -0.063
C -1.869 -0.063 0.069
C 1.521 0.644 0.133
N -1.962 1.297 -0.126
H -2.537 -2.290 -0.448
O -0.511 -0.487 0.062
S 2.845 -0.448 -0.060
H -2.903 1.682 -0.431
N -2.784 -1.146 0.138
H 1.844 1.632 0.113
H -0.194 1.726 0.669
H -3.668 -0.772 -0.303
*
```


Version b
DFT (wB97M-V/def2-TZVPD) results for one molecule with the formula C2H5N3OS.

Results
SMILES: [H]/N=C/NC(=S)NO
HOMO-LUMO gap, eV: 9.3

The geometry in ORCA input format:
```
! RIJCOSX wB97M-V def2-TZVPD def2/J DEFGRID3
* xyz 0 1
N 1.772 -0.550 -0.012
H -2.400 -1.066 -0.445
H 2.752 1.040 0.235
C -1.808 -0.184 -0.120
H 1.723 -1.324 0.639
H -0.289 -1.351 -0.737
H -3.345 0.789 0.436
S 0.768 1.888 -0.178
C 0.653 0.269 -0.073
N -0.462 -0.486 -0.261
N -2.322 0.892 0.349
O 2.958 0.083 0.166
*
```


Version c
DFT (wB97M-V/def2-TZVPD) results for one molecule with the formula C2H5N3OS.

Results
SMILES: NC(=O)NC(N)=S
HOMO-LUMO gap, eV: 8.8

The geometry in ORCA input format:
```
! RIJCOSX wB97M-V def2-TZVPD def2/J DEFGRID3
* xyz 0 1
S -1.616 1.922 0.643
H -0.823 -2.758 -1.158
N -0.165 -2.143 -0.784
H 1.015 -0.463 0.175
N 0.131 -0.036 0.009
H 0.314 -2.516 0.020
C -0.752 -0.876 -0.638
H 1.864 1.581 0.342
O -1.788 -0.528 -1.116
N 1.055 1.803 0.913
C -0.140 1.205 0.504
H 0.904 2.809 1.090
*
```


Version d
DFT (wB97M-V/def2-TZVPD) results for one molecule with the formula C2H5N3OS.

Results
SMILES: [H]/N=C(/N)N(S)C=O
HOMO-LUMO gap, eV: 9.9

The geometry in ORCA input format:
```
! RIJCOSX wB97M-V def2-TZVPD def2/J DEFGRID3
* xyz 0 1
S 0.455 1.869 0.827
H 0.258 -1.751 1.978
H 1.069 -0.394 1.779
N 0.129 -0.793 1.654
C 0.049 0.775 -1.565
H 0.363 1.874 -1.938
C -0.123 -0.785 0.310
O -0.444 0.034 -2.439
N -0.532 -1.884 -0.256
H -0.533 -1.698 -1.234
N 0.121 0.527 -0.168
H -0.812 2.225 1.052
*
```


Name the most stable of them. version c.